The following is a DFT calculation (the ωB97M-V functional and the def2-TZVPD basis) of C5H7NO as an isolated structure.

The gap between HOMO and LUMO (alpha / beta) is 6.54 / 6.54 eV. The multiplicity is 1. The HOMO energy (alpha / beta) is -6.9 / -6.9 eV. Its energy above the lowest of the compared OMol25 structures with the same formula, charge and spin is 131.2 kcal per mole. Its LUMO energy (alpha / beta) is -0.380 / -0.377 eV. The calculated total energy is -324.51545 Eh.

Each line ends with the Mulliken charge.
CARTESIAN COORDINATES (ANGSTROEM)
N  1.8804  -1.5654  0.7544  -0.817
C  0.8668  -0.8338  0.5645  0.676
O  0.7730  -0.0527  -0.7866  -0.395
C  0.3154  1.2589  -0.3177  -0.447
C  -0.9200  0.6381  0.3175  0.066
C  -1.1318  -0.2396  -0.8883  -0.373
C  -0.2825  -0.3931  1.2117  -0.871
H  2.4688  -1.6431  -0.0685  0.254
H  0.1307  1.8890  -1.1931  0.267
H  1.0571  1.7030  0.3505  0.323
H  -1.7334  1.2567  0.6997  0.450
H  -1.0851  0.1155  -1.9183  0.221
H  -1.5745  -1.2220  -0.7525  0.299
H  -0.7649  -0.9116  2.0266  0.347

---

The following is a DFT calculation (the ωB97M-V functional and the def2-TZVPD basis) of a 2-piece molecular cluster, C3H9N4S overall at a distorted geometry.

Its total charge is +1. The gap between HOMO and LUMO (alpha / beta) is 7.63 / 8.22 eV. The multiplicity is 3. The HOMO energy (alpha / beta) is -10.3 / -14.0 eV. Its energy above the lowest of the compared OMol25 structures with the same formula, charge and spin is 20.8 kcal per mole. Its LUMO energy (alpha / beta) is -2.689 / -5.749 eV. The calculated total energy is -736.49611 Eh.

Each line ends with the Mulliken charge.
CARTESIAN COORDINATES (ANGSTROEM)
C  -1.0195  4.1910  -0.2447  -0.248
C  -0.1919  -1.1272  0.4147  0.688
C  1.4247  -2.8658  -0.1127  -1.054
N  -1.1773  2.9881  -0.4898  0.251
N  -1.2587  1.8639  -0.4828  -0.654
N  0.0826  -0.4218  -0.6475  -0.310
N  0.5134  -2.1642  0.7652  -0.182
S  -1.4164  -0.6794  1.5867  -0.176
H  -0.1386  4.2968  0.3839  0.257
H  -1.3234  5.0242  -0.8327  0.291
H  2.4842  -2.2701  -0.1944  0.286
H  1.6596  -3.8246  0.0719  0.393
H  1.0052  -2.7414  -1.0587  0.399
H  0.9780  -0.5672  -1.1288  0.247
H  -0.4865  0.4684  -0.7261  0.305
H  0.5124  -2.6510  1.6798  0.277
H  -1.6478  0.4803  1.0160  0.229

---

The following is a DFT calculation (the ωB97M-V functional and the def2-TZVPD basis) of C2H8NOP in the gas phase at a distorted geometry.

The gap between HOMO and LUMO is 9.89 eV. As for the SMILES: CN[P@H](C)=O. The multiplicity is 1. The HOMO energy is -9.1 eV. Its energy above the lowest of the compared OMol25 structures with the same formula, charge and spin is 60.7 kcal per mole. Its LUMO energy is 0.747 eV. The calculated total energy is -552.28684 Eh.

Each line ends with the Mulliken charge.
CARTESIAN COORDINATES (ANGSTROEM)
C  0.8256  1.4813  1.1775  -0.785
C  -1.7693  -1.4594  0.1255  -1.027
N  -0.1863  0.5109  1.2395  -0.314
O  -0.2077  0.7405  -1.7217  -0.663
P  -1.0396  0.2476  -0.1490  0.521
H  0.3600  2.2994  0.5881  0.301
H  1.0903  1.8034  2.1464  0.315
H  1.7968  1.1934  0.6343  0.259
H  -2.3184  -1.3225  1.0238  0.386
H  -2.4471  -1.5974  -0.6966  0.332
H  -1.1083  -2.2914  0.1358  0.341
H  0.1956  -0.3767  1.4866  0.261
H  -2.2130  1.0653  0.0897  0.075

---

The following is a DFT calculation (the ωB97M-V functional and the def2-TZVPD basis) of a 2-piece molecular cluster, C5H15NO overall at a distorted geometry.

The gap between HOMO and LUMO is 10.18 eV. As for the SMILES: CCC[C@H](C)N.O. The multiplicity is 1. The HOMO energy is -9.4 eV. Its energy above the lowest of the compared OMol25 structures with the same formula, charge and spin is 22.9 kcal per mole. Its LUMO energy is 0.737 eV. The calculated total energy is -329.47109 Eh.

Each line ends with the Mulliken charge.
CARTESIAN COORDINATES (ANGSTROEM)
C  -0.6178  2.1057  0.0867  -1.506
C  -0.0081  0.7476  -0.5169  0.898
C  -1.0898  -0.2252  -1.0249  -0.853
C  -0.9423  -1.6538  -0.4733  -0.448
C  -1.1108  -1.7602  1.0347  -1.096
N  1.0421  0.8315  -1.5469  -0.560
H  -0.9613  1.9431  1.1062  0.328
H  0.1557  2.8832  0.0118  0.387
H  -1.4886  2.2853  -0.5296  0.373
H  0.4257  0.3382  0.3977  -0.297
H  -2.1075  0.0802  -0.7405  0.358
H  -1.0971  -0.2601  -2.1161  0.358
H  -1.6392  -2.3360  -0.9953  0.319
H  0.0387  -2.0765  -0.7088  0.286
H  -0.5237  -0.9524  1.4817  0.271
H  -2.0999  -1.7069  1.5108  0.319
H  -0.5622  -2.5988  1.4870  0.335
H  1.8960  1.1646  -1.1171  0.291
H  0.7512  1.4801  -2.2685  0.241
H  3.9636  0.1697  2.0736  0.307
H  2.6499  -0.0222  1.1545  0.344
O  3.3255  -0.4372  1.6934  -0.653

---

The following is a DFT calculation (the ωB97M-V functional and the def2-TZVPD basis) of C25H29ClN4O in the gas phase.

The gap between HOMO and LUMO is 8.78 eV. As for the SMILES: O=C(CCCc1ccccc1)Nc1ccnn1C1CCN(Cc2ccc(Cl)cc2)CC1. The multiplicity is 1. The HOMO energy is -8.4 eV. Its energy above the lowest of the compared OMol25 structures with the same formula, charge and spin is 10.9 kcal per mole. Its LUMO energy is 0.378 eV. The calculated total energy is -1724.52440 Eh.

Each line ends with the Mulliken charge.
CARTESIAN COORDINATES (ANGSTROEM)
O  1.7836  -2.8826  1.3122  -0.618
C  0.6032  -2.6392  1.3941  0.442
N  0.0084  -1.5684  0.7852  0.150
C  0.6580  -0.6144  0.0161  0.629
C  1.9965  -0.4602  -0.2880  -0.949
C  2.0349  0.6789  -1.0997  -0.529
N  0.8324  1.1825  -1.2787  -1.150
N  -0.0099  0.3971  -0.5949  1.024
C  -1.4228  0.6995  -0.6501  0.195
C  -1.6440  2.1468  -0.2056  -0.428
C  -3.1000  2.5697  -0.4423  -1.026
N  -3.5735  2.3709  -1.7918  0.267
C  -3.3634  1.0116  -2.2304  -0.998
C  -1.9206  0.5094  -2.0855  -0.428
H  -1.8699  -0.5463  -2.3612  0.336
H  -1.2539  1.0692  -2.7407  0.045
H  -4.0204  0.3751  -1.6227  0.355
H  -3.6830  0.9239  -3.2702  0.448
C  -3.3164  3.4296  -2.7527  -1.805
C  -1.8777  3.6526  -3.1634  1.067
C  -1.0606  4.5211  -2.4490  -0.443
C  0.2765  4.6708  -2.7690  -0.506
C  0.8051  3.9481  -3.8252  0.188
C  0.0032  3.1052  -4.5761  -0.517
C  -1.3318  2.9668  -4.2424  -0.458
H  -1.9579  2.3120  -4.8320  0.374
H  0.4207  2.5609  -5.4086  0.438
Cl  2.4774  4.1128  -4.2210  -0.230
H  0.9057  5.3386  -2.2020  0.438
H  -1.4735  5.0899  -1.6278  0.363
H  -3.9122  3.1956  -3.6404  0.462
H  -3.7129  4.3507  -2.3145  0.468
H  -3.7505  1.9761  0.2140  0.351
H  -3.2276  3.6203  -0.1762  0.451
H  -0.9633  2.7735  -0.7801  0.027
H  -1.3994  2.2520  0.8535  0.397
H  -1.9648  0.0218  0.0219  0.014
H  2.8862  1.1448  -1.5539  0.466
H  2.8023  -1.0843  0.0315  0.528
H  -0.9882  -1.4540  0.8998  0.158
C  -0.3802  -3.4672  2.2020  -0.971
H  -1.2901  -3.6337  1.6205  0.395
H  0.0820  -4.4318  2.4134  0.452
C  -0.7263  -2.7723  3.5246  -0.546
H  -1.4913  -3.3586  4.0389  0.454
H  -1.1402  -1.7794  3.3265  0.401
C  0.4979  -2.6305  4.4394  -1.141
C  0.9964  -3.9731  4.8961  0.412
C  2.0395  -4.6065  4.2323  -0.173
C  2.4703  -5.8582  4.6364  -0.713
C  1.8644  -6.4912  5.7081  -0.401
C  0.8244  -5.8666  6.3754  -0.575
C  0.3936  -4.6161  5.9700  -0.334
H  -0.4169  -4.1302  6.4963  0.382
H  0.3488  -6.3543  7.2143  0.369
H  2.2017  -7.4676  6.0243  0.373
H  3.2823  -6.3408  4.1122  0.391
H  2.5102  -4.1174  3.3920  0.395
H  0.2158  -2.0295  5.3072  0.432
H  1.2895  -2.1067  3.9015  0.403

---

The following is a DFT calculation (the ωB97M-V functional and the def2-TZVPD basis) of C4H4BeO5 as an isolated structure at a distorted geometry.

The gap between HOMO and LUMO is 6.90 eV. The multiplicity is 1. The HOMO energy is -8.6 eV. Its energy above the lowest of the compared OMol25 structures with the same formula, charge and spin is 83.7 kcal per mole. Its LUMO energy is -1.704 eV. The calculated total energy is -545.71062 Eh.

Each line ends with the Mulliken charge.
CARTESIAN COORDINATES (ANGSTROEM)
O  -0.6795  0.5482  3.1258  -0.602
C  -0.8008  -0.2303  2.1711  0.650
O  -1.7863  -0.9858  1.9197  -0.685
O  -0.0173  0.0144  1.0716  -0.367
C  -0.6089  0.5328  -0.1631  0.705
H  -1.3010  1.3506  0.0924  0.513
C  0.5345  1.1387  -0.9599  -1.416
H  1.1534  1.8071  -0.3350  0.244
H  1.1907  0.3650  -1.3873  0.300
H  0.1254  1.7118  -1.8062  0.349
C  1.1451  -1.8065  -1.0414  0.904
O  0.0285  -1.8623  -1.3745  -0.449
O  2.2569  -1.7699  -0.7424  -0.273
Be  -1.2407  -0.8139  -0.5708  0.126